Below is 7 unconnected molecules or ions with the total composition C47H78ClF2O19PSi2, with properties calculated with ωB97M-V/def2-TZVPD.

E_HOMO	-0.2970	Ha
SMILES string	CCP(C)[Si@@](Cl)(CCCCCCCCOC)C(F)(F)CC[Si](C)(C)c1ccccc1.C[C@@H]1COC(=O)O1.C[C@@H]1COC(=O)O1.C[C@@H]1COC(=O)O1.C[C@@H]1COC(=O)O1.C[C@@H]1COC(=O)O1.C[C@@H]1COC(=O)O1
electronic energy	-131912.9584	eV
total charge	0
molecular weight	1107.7	u

Each atom is followed by the atoms it is bonded to, with distances in Å.
Positions of all 150 atoms, in Å:
1 C 5.12 -4.43 1.60  C2 1.533, H31 1.088, H32 1.088, H33 1.093
2 C 4.53 -3.02 1.67  C1 1.533, P3 1.832, H34 1.090, H35 1.092
3 P 3.55 -2.69 3.19  C2 1.832, C4 1.849, Si5 2.217
4 C 2.02 -3.69 2.96  P3 1.849, H36 1.089, H37 1.089, H38 1.090
5 Si 2.81 -0.61 2.97  P3 2.217, Cl6 2.091, C7 1.871, C17 1.943
6 Cl 2.04 -0.20 1.08  Si5 2.091
7 C 1.45 -0.40 4.25  Si5 1.871, C8 1.545, H39 1.093, H40 1.091
8 C 0.03 -0.64 3.70  C7 1.545, C9 1.524, H41 1.092, H42 1.092
9 C -0.64 0.65 3.22  C8 1.524, C10 1.525, H43 1.095, H44 1.096
10 C -1.90 0.40 2.40  C9 1.525, C11 1.534, H45 1.094, H46 1.094
11 C -2.65 1.69 2.06  C10 1.534, C12 1.536, H47 1.095, H48 1.095
12 C -3.62 1.57 0.88  C11 1.536, C13 1.536, H49 1.093, H50 1.090
13 C -5.00 1.02 1.26  C12 1.536, C14 1.515, H51 1.097, H52 1.085
14 C -5.10 -0.49 1.16  C13 1.515, O15 1.419, H53 1.096, H54 1.096
15 O -4.76 -0.93 -0.14  C14 1.419, C16 1.408
16 C -5.57 -1.96 -0.65  O15 1.408, H55 1.095, H56 1.089, H57 1.095
17 C 4.30 0.59 3.33  Si5 1.943, F18 1.387, F19 1.394, C20 1.532
18 F 5.48 -0.14 3.25  C17 1.387
19 F 4.18 0.92 4.68  C17 1.394
20 C 4.40 1.88 2.51  C17 1.532, C21 1.547, H58 1.090, H59 1.092
21 C 5.78 2.18 1.88  C20 1.547, Si22 1.889, H60 1.089, H61 1.095
22 Si 5.95 1.58 0.10  C21 1.889, C23 1.874, C24 1.872, C25 1.877
23 C 5.83 -0.29 0.05  Si22 1.874, H62 1.093, H63 1.088, H64 1.091
24 C 4.61 2.38 -0.93  Si22 1.872, H65 1.090, H66 1.090, H67 1.093
25 C 7.65 1.99 -0.59  Si22 1.877, C26 1.399, C30 1.398
26 C 8.78 2.13 0.21  C25 1.399, C27 1.389, H68 1.084
27 C 10.03 2.37 -0.34  C26 1.389, C28 1.389, H69 1.083
28 C 10.18 2.46 -1.72  C27 1.389, C29 1.388, H70 1.082
29 C 9.06 2.33 -2.54  C28 1.388, C30 1.391, H71 1.082
30 C 7.81 2.10 -1.98  C25 1.398, C29 1.391, H72 1.086
31 H 5.63 -4.52 0.65  C1 1.088
32 H 4.38 -5.23 1.72  C1 1.088
33 H 5.89 -4.52 2.37  C1 1.093
34 H 5.36 -2.32 1.72  C2 1.090
35 H 3.96 -2.81 0.76  C2 1.092
36 H 1.45 -3.66 3.88  C4 1.089
37 H 2.32 -4.73 2.79  C4 1.089
38 H 1.40 -3.36 2.13  C4 1.090
39 H 1.67 -1.14 5.02  C7 1.093
40 H 1.50 0.60 4.70  C7 1.091
41 H 0.04 -1.38 2.89  C8 1.092
42 H -0.58 -1.05 4.50  C8 1.092
43 H -0.89 1.25 4.10  C9 1.095
44 H 0.06 1.24 2.62  C9 1.096
45 H -1.62 -0.11 1.47  C10 1.094
46 H -2.55 -0.27 2.97  C10 1.094
47 H -3.19 2.01 2.96  C11 1.095
48 H -1.90 2.47 1.84  C11 1.095
49 H -3.74 2.56 0.44  C12 1.093
50 H -3.16 0.91 0.13  C12 1.090
51 H -5.20 1.29 2.31  C13 1.097
52 H -5.78 1.50 0.67  C13 1.085
53 H -6.12 -0.80 1.42  C14 1.096
54 H -4.41 -0.95 1.88  C14 1.096
55 H -6.44 -1.57 -1.17  C16 1.095
56 H -4.97 -2.55 -1.34  C16 1.089
57 H -5.92 -2.63 0.15  C16 1.095
58 H 3.61 1.91 1.77  C20 1.090
59 H 4.18 2.68 3.23  C20 1.092
60 H 6.57 1.82 2.54  C21 1.089
61 H 5.87 3.27 1.84  C21 1.095
62 H 6.31 -0.64 -0.88  C23 1.093
63 H 4.81 -0.67 0.08  C23 1.088
64 H 6.42 -0.69 0.88  C23 1.091
65 H 4.01 1.62 -1.44  C24 1.090
66 H 5.04 3.03 -1.70  C24 1.090
67 H 3.93 2.98 -0.33  C24 1.093
68 H 8.69 2.05 1.29  C26 1.084
69 H 10.90 2.47 0.30  C27 1.083
70 H 11.15 2.64 -2.16  C28 1.082
71 H 9.16 2.41 -3.61  C29 1.082
72 H 6.95 1.99 -2.63  C30 1.086
73 C -9.64 5.19 2.21  C74 1.513, H80 1.089, H81 1.089, H82 1.089
74 C -8.56 4.17 1.91  C73 1.513, C75 1.518, O79 1.446, H83 1.093
75 C -8.16 4.04 0.46  C74 1.518, O76 1.437, H84 1.087, H85 1.089
76 O -7.77 2.66 0.36  C75 1.437, C77 1.353
77 C -8.43 1.98 1.33  O76 1.353, O78 1.189, O79 1.346
78 O -8.48 0.79 1.40  C77 1.189
79 O -9.02 2.83 2.19  C74 1.446, C77 1.346
80 H -10.63 4.74 2.07  C73 1.089
81 H -9.58 5.55 3.23  C73 1.089
82 H -9.56 6.05 1.54  C73 1.089
83 H -7.68 4.35 2.54  C74 1.093
84 H -7.32 4.68 0.19  C75 1.087
85 H -8.98 4.22 -0.23  C75 1.089
86 C 1.11 4.27 -4.54  C87 1.514, H93 1.089, H94 1.088, H95 1.091
87 C 2.52 3.98 -5.00  C86 1.514, C88 1.518, O92 1.441, H96 1.093
88 C 2.64 3.15 -6.26  C87 1.518, O89 1.431, H97 1.087, H98 1.093
89 O 3.86 2.43 -6.05  C88 1.431, C90 1.353
90 C 4.07 2.33 -4.72  O89 1.353, O91 1.187, O92 1.351
91 O 4.88 1.63 -4.21  C90 1.187
92 O 3.21 3.14 -4.05  C87 1.441, C90 1.351
93 H 0.74 3.45 -3.93  C86 1.089
94 H 1.06 5.18 -3.95  C86 1.088
95 H 0.45 4.39 -5.40  C86 1.091
96 H 3.10 4.90 -5.09  C87 1.093
97 H 2.71 3.74 -7.17  C88 1.087
98 H 1.82 2.43 -6.36  C88 1.093
99 C -11.55 6.92 -4.53  C100 1.513, H106 1.089, H107 1.088, H108 1.090
100 C -10.76 6.88 -3.24  C99 1.513, C101 1.517, O105 1.442, H109 1.092
101 C -10.55 5.50 -2.65  C100 1.517, O102 1.434, H110 1.087, H111 1.092
102 O -10.51 5.76 -1.24  C101 1.434, C103 1.359
103 C -11.20 6.91 -1.01  O102 1.359, O104 1.185, O105 1.348
104 O -11.50 7.30 0.07  C103 1.185
105 O -11.47 7.53 -2.17  C100 1.442, C103 1.348
106 H -12.61 6.95 -4.32  C99 1.089
107 H -11.30 7.80 -5.13  C99 1.088
108 H -11.33 6.03 -5.14  C99 1.090
109 H -9.80 7.40 -3.35  C100 1.092
110 H -9.62 5.02 -2.97  C101 1.087
111 H -11.39 4.83 -2.86  C101 1.092
112 C -7.88 -3.74 5.00  C113 1.513, H119 1.089, H120 1.088, H121 1.091
113 C -6.92 -3.22 3.95  C112 1.513, C114 1.518, O118 1.443, H122 1.093
114 C -6.45 -4.25 2.94  C113 1.518, O115 1.431, H123 1.087, H124 1.093
115 O -5.13 -3.78 2.62  C114 1.431, C116 1.354
116 C -4.67 -3.06 3.67  O115 1.354, O117 1.187, O118 1.351
117 O -3.55 -2.69 3.79  C116 1.187
118 O -5.66 -2.82 4.54  C113 1.443, C116 1.351
119 H -7.32 -4.18 5.83  C112 1.089
120 H -8.51 -2.95 5.40  C112 1.088
121 H -8.53 -4.51 4.57  C112 1.091
122 H -7.33 -2.34 3.45  C113 1.093
123 H -7.05 -4.28 2.04  C114 1.087
124 H -6.37 -5.25 3.37  C114 1.093
125 C 8.97 -1.74 -1.98  C126 1.514, H132 1.089, H133 1.089, H134 1.091
126 C 8.75 -2.97 -1.13  C125 1.514, C127 1.519, O131 1.443, H135 1.093
127 C 9.68 -4.14 -1.42  C126 1.519, O128 1.435, H136 1.086, H137 1.093
128 O 8.86 -5.28 -1.11  C127 1.435, C129 1.350
129 C 7.57 -4.91 -1.25  O128 1.350, O130 1.189, O131 1.349
130 O 6.64 -5.65 -1.23  C129 1.189
131 O 7.47 -3.58 -1.40  C126 1.443, C129 1.349
132 H 8.41 -1.83 -2.92  C125 1.089
133 H 8.62 -0.84 -1.48  C125 1.089
134 H 10.03 -1.61 -2.21  C125 1.091
135 H 8.77 -2.72 -0.07  C126 1.093
136 H 10.57 -4.15 -0.80  C127 1.086
137 H 9.96 -4.19 -2.48  C127 1.093
138 C 3.96 -6.91 -1.89  C139 1.513, H145 1.087, H146 1.086, H147 1.091
139 C 2.63 -6.96 -2.62  C138 1.513, C140 1.517, O144 1.444, H148 1.093
140 C 2.00 -8.34 -2.71  C139 1.517, O141 1.432, H149 1.087, H150 1.093
141 O 1.29 -8.28 -3.95  C140 1.432, C142 1.355
142 C 1.89 -7.35 -4.74  O141 1.355, O143 1.187, O144 1.349
143 O 1.66 -7.20 -5.89  C142 1.187
144 O 2.79 -6.64 -4.02  C139 1.444, C142 1.349
145 H 4.78 -7.12 -2.57  C138 1.087
146 H 4.14 -5.92 -1.47  C138 1.086
147 H 3.97 -7.63 -1.08  C138 1.091
148 H 1.93 -6.24 -2.21  C139 1.093
149 H 1.31 -8.55 -1.90  C140 1.087
150 H 2.75 -9.13 -2.77  C140 1.093